1.
The following is a DFT calculation (ωB97M-V/def2-TZVPD) of 2 unconnected molecules or ions with the total composition C24H44F3N2O7.

Calculated values
- Highest occupied orbital energy: -4.48 eV
- Energy: -1876.72909 hartree
- M: 529.62 g/mol
- Net charge: -1
- Orbital gap: 0.238 Eh

Element x y z (Å)
C -2.47325 2.11981 1.97074
C -3.28721 1.72344 0.72742
C -4.36498 0.66488 0.99723
N -3.91451 -0.43311 1.85963
C -3.38796 -1.66196 1.22251
C -2.61690 -1.32239 -0.04273
O -2.04800 -2.53465 -0.56179
C -1.66185 -2.59143 -1.83149
C -1.68105 -1.33852 -2.66900
O -1.26716 -3.63268 -2.28559
N -2.54514 -2.40576 2.14522
C -1.64904 -1.61946 2.99723
C -0.73552 -2.56273 3.80234
C 0.76737 -2.50871 3.50720
C 1.27891 -3.46682 2.42414
C 1.32001 -2.91168 0.98892
C 2.61321 -2.13353 0.62886
C 2.50453 -0.63201 0.26961
C 1.65177 0.21753 1.19855
C 1.56927 1.69137 0.81415
C 2.87788 2.47980 1.06350
C 2.64751 3.84892 1.69585
O 2.78137 3.81849 3.10892
C 1.56847 3.71120 3.81444
C -4.59771 -2.58524 0.77926
O -5.36330 -2.00692 -0.02556
O -4.70535 -3.68759 1.32747
H -2.51194 3.19592 2.14413
H -1.42181 1.85584 1.85943
H -2.83740 1.60750 2.85734
H -2.60231 1.37882 -0.04785
H -3.77856 2.60797 0.31938
H -5.17120 1.17173 1.53412
H -4.80636 0.30805 0.06726
H -4.73444 -0.73322 2.37101
H -3.34376 -0.95333 -0.76172
H -1.83195 -0.57617 0.10588
H -1.04150 -0.59476 -2.19378
H -2.67693 -0.90037 -2.70748
H -1.33156 -1.58563 -3.66075
H -3.16844 -2.91074 2.76354
H -2.22466 -1.01429 3.70571
H -1.06266 -0.91085 2.41298
H -0.84331 -2.30116 4.85848
H -1.12119 -3.57709 3.70223
H 1.05375 -1.49002 3.28062
H 1.28523 -2.75163 4.43977
H 0.63681 -4.34914 2.43763
H 2.27634 -3.81970 2.69547
H 0.42091 -2.33282 0.77944
H 1.25603 -3.76545 0.31356
H 3.03877 -2.61182 -0.25507
H 3.35809 -2.24600 1.41854
H 3.52067 -0.22235 0.30187
H 2.18479 -0.51975 -0.76798
H 0.64376 -0.18880 1.22198
H 2.07374 0.15739 2.20147
H 0.79185 2.13325 1.44299
H 1.23050 1.80956 -0.21428
H 3.50278 1.88863 1.73200
H 3.39731 2.61118 0.11460
H 1.64779 4.20472 1.42890
H 3.36116 4.58392 1.32204
H 0.81447 4.40714 3.43707
H 1.76790 3.95088 4.85671
H 1.15285 2.69971 3.77631
C 4.35129 1.37053 -6.15719
C 3.22002 1.81924 -7.05526
O 1.98834 1.15260 -6.71323
C 1.31850 1.66389 -5.69178
O 1.61573 2.61843 -5.03840
C 0.02549 0.85354 -5.46162
F 0.26452 -0.45675 -5.52378
F -0.87275 1.16407 -6.40716
F -0.48878 1.14507 -4.27424
H 4.45806 0.28640 -6.19270
H 5.28622 1.82571 -6.48284
H 4.16819 1.65966 -5.12323
H 3.40672 1.54309 -8.09057
H 3.07156 2.89719 -7.00860



2.
The following is a DFT calculation (ωB97M-V/def2-TZVPD) of 2 unconnected molecules or ions with the total composition C11H19N2 at a distorted geometry.

Calculated values
- Highest occupied orbital energy: -11.48 eV
- Energy: -539.77559 hartree
- Energy relative to the best compared isomer or geometry (same formula, charge and spin): 34.7 kcal/mol
- M: 179.29 g/mol
- Net charge: +1
- Orbital gap: 0.243 Eh

Element x y z (Å)
C -3.37338 -0.08749 1.86490
N -1.99946 -0.57402 1.99053
C -1.80332 -1.66590 2.94516
C -0.95337 0.24730 1.64168
C 0.42240 -0.07626 1.79502
C 0.92471 -1.37390 1.52685
C 2.25741 -1.66195 1.69944
C 3.13217 -0.69364 2.17035
C 2.66667 0.58563 2.44352
C 1.34763 0.90471 2.23777
H -4.07778 -0.78577 2.31345
H -3.46733 0.87351 2.36538
H -3.63231 0.04233 0.81628
H -2.72029 -1.88600 3.48639
H -1.47276 -2.56866 2.43906
H -1.04398 -1.38338 3.67050
H -1.21225 1.26403 1.39849
H 0.25817 -2.12489 1.13761
H 2.62902 -2.64633 1.46595
H 4.17074 -0.93672 2.33103
H 3.34332 1.32722 2.83600
H 0.98857 1.89692 2.44975
C -1.09841 0.72043 -2.71388
N -1.31744 1.75361 -1.71159
C -0.52658 2.96832 -1.85426
H -1.70042 -0.16209 -2.48924
H -1.35354 1.07259 -3.71533
H -0.05387 0.41552 -2.71945
H -2.31499 1.99407 -1.66376
H -0.72839 3.65461 -1.02952
H 0.53520 2.73129 -1.83340
H -0.74045 3.47877 -2.79549



3.
The following is a DFT calculation (ωB97M-V/def2-TZVPD) of 6 unconnected molecules or ions with the total composition C23H67BN6O8P at a distorted geometry.

Calculated values
- Highest occupied orbital energy: -4.97 eV
- Energy: -2213.12332 hartree
- Energy relative to the best compared isomer or geometry (same formula, charge and spin): 61.6 kcal/mol
- M: 597.61 g/mol
- Net charge: -1
- Orbital gap: 0.249 Eh

Element x y z (Å)
C 1.34663 6.90303 -5.78000
B 1.92259 6.35940 -4.33043
C 2.86679 4.98304 -4.49942
C 3.09197 4.42896 -2.95359
N 3.17426 2.91476 -2.85270
P 2.95190 7.69504 -3.41618
O 2.22570 9.13173 -3.50961
O 4.55974 7.85433 -4.07929
O 3.10162 7.38791 -1.67302
H 1.38280 8.09342 -5.76176
H 0.20491 6.62543 -5.90440
H 1.96355 6.55020 -6.71302
H 0.96389 5.98442 -3.71992
H 2.33306 4.20699 -5.19582
H 3.95323 5.27131 -4.88928
H 2.18517 4.81972 -2.29968
H 4.08392 4.92431 -2.51337
H 3.93684 2.75067 -2.12823
H 2.27940 2.61967 -2.36050
H 4.47607 7.73004 -5.08330
H 2.21972 6.91758 -1.46799
C 1.49807 -1.51946 -3.04568
C 1.81108 -0.63429 -1.84029
C 2.07406 -1.41928 -0.53210
O 0.90497 -1.97168 0.07721
C 0.40813 -3.14093 -0.55444
N 0.72727 0.34120 -1.67263
H 0.46949 -1.88076 -3.05226
H 1.63191 -0.95094 -3.97366
H 2.16793 -2.38361 -3.08720
H 2.73058 -0.08574 -2.07737
H 2.48850 -0.71751 0.20326
H 2.83437 -2.19630 -0.67563
H 1.21342 -3.78457 -0.92293
H -0.26924 -2.86637 -1.36429
H -0.17866 -3.70368 0.17765
H 0.99400 1.00468 -0.94280
H -0.07207 -0.15509 -1.26626
C -2.02808 -0.93987 2.20493
C -3.30834 -0.30951 1.65899
C -4.60863 -0.92781 2.22792
O -4.93039 -2.22073 1.71025
C -4.15897 -3.28092 2.25236
N -3.28096 -0.37149 0.19279
H -1.78674 -1.89128 1.73047
H -1.17468 -0.27680 2.01963
H -2.09473 -1.09979 3.28528
H -3.29637 0.74595 1.95643
H -5.44417 -0.27662 1.94015
H -4.59868 -0.94611 3.32428
H -3.94463 -3.13321 3.31575
H -3.23520 -3.39666 1.68373
H -4.72460 -4.21041 2.13804
H -4.07794 0.15362 -0.17201
H -3.48603 -1.33865 -0.07730
C -4.44735 -2.07695 9.12935
C -4.96793 -2.58099 7.78421
C -3.87157 -2.74096 6.70293
O -3.39710 -1.51196 6.14833
C -2.50328 -0.79460 6.98467
N -6.04571 -1.69460 7.32921
H -4.27382 -1.00071 9.14190
H -5.18286 -2.28064 9.91663
H -3.51646 -2.58013 9.40761
H -5.39504 -3.57566 7.95973
H -4.30705 -3.29711 5.86267
H -3.03254 -3.34542 7.06773
H -1.83620 -1.45997 7.54219
H -3.06504 -0.15179 7.66387
H -1.89369 -0.14029 6.35440
H -6.47034 -2.09847 6.49221
H -5.60990 -0.83279 6.98604
C -4.66419 -1.93180 -3.22132
C -3.45015 -2.68161 -2.67510
C -2.54616 -3.30080 -3.76879
O -3.08331 -4.46720 -4.39659
C -4.10155 -4.20705 -5.34973
N -3.90883 -3.69671 -1.71932
H -5.47539 -2.59620 -3.51979
H -5.07488 -1.26985 -2.44968
H -4.39272 -1.31070 -4.08022
H -2.84168 -1.94982 -2.13027
H -1.61311 -3.62471 -3.28974
H -2.26084 -2.55737 -4.52268
H -3.90778 -3.29375 -5.92147
H -5.07109 -4.15406 -4.85246
H -4.14373 -5.05004 -6.04582
H -3.09256 -4.11477 -1.26885
H -4.30735 -4.47020 -2.26089
C 8.01852 0.60565 1.59085
C 7.17475 -0.31955 0.71534
C 6.87910 0.24345 -0.69617
O 5.90712 1.29099 -0.72885
C 6.38803 2.55433 -0.29796
N 5.93719 -0.65286 1.43066
H 7.44011 1.41736 2.03257
H 8.44857 0.04184 2.42719
H 8.84707 1.04071 1.02393
H 7.75020 -1.24319 0.57988
H 6.45874 -0.57034 -1.30117
H 7.79858 0.55848 -1.20385
H 7.42227 2.73056 -0.61076
H 6.29156 2.63874 0.78539
H 5.75518 3.33085 -0.73782
H 5.43125 -1.36200 0.89666
H 5.32452 0.16733 1.38242



- Among the records above, which one has the highest M?
  C23H67BN6O8P



Please write out number 2 again, unchanged.
The following is a DFT calculation (ωB97M-V/def2-TZVPD) of 2 unconnected molecules or ions with the total composition C11H19N2 at a distorted geometry.

Calculated values
- Highest occupied orbital energy: -11.48 eV
- Energy: -539.77559 hartree
- Energy relative to the best compared isomer or geometry (same formula, charge and spin): 34.7 kcal/mol
- M: 179.29 g/mol
- Net charge: +1
- Orbital gap: 0.243 Eh

Element x y z (Å)
C -3.37338 -0.08749 1.86490
N -1.99946 -0.57402 1.99053
C -1.80332 -1.66590 2.94516
C -0.95337 0.24730 1.64168
C 0.42240 -0.07626 1.79502
C 0.92471 -1.37390 1.52685
C 2.25741 -1.66195 1.69944
C 3.13217 -0.69364 2.17035
C 2.66667 0.58563 2.44352
C 1.34763 0.90471 2.23777
H -4.07778 -0.78577 2.31345
H -3.46733 0.87351 2.36538
H -3.63231 0.04233 0.81628
H -2.72029 -1.88600 3.48639
H -1.47276 -2.56866 2.43906
H -1.04398 -1.38338 3.67050
H -1.21225 1.26403 1.39849
H 0.25817 -2.12489 1.13761
H 2.62902 -2.64633 1.46595
H 4.17074 -0.93672 2.33103
H 3.34332 1.32722 2.83600
H 0.98857 1.89692 2.44975
C -1.09841 0.72043 -2.71388
N -1.31744 1.75361 -1.71159
C -0.52658 2.96832 -1.85426
H -1.70042 -0.16209 -2.48924
H -1.35354 1.07259 -3.71533
H -0.05387 0.41552 -2.71945
H -2.31499 1.99407 -1.66376
H -0.72839 3.65461 -1.02952
H 0.53520 2.73129 -1.83340
H -0.74045 3.47877 -2.79549



- energy of number 3 (C23H67BN6O8P)?
  -2213.12332 hartree



- Which value of net charge does entry 2 give?
  +1